[1]
Formula: C42H48CaGeN8S
Source: the OMol25 dataset
Level of theory: wB97M-V/def2-TZVPD

The geometry in XYZ format:
```
101
C42H48CaGeN8S | the OMol25 dataset | wB97M-V/def2-TZVPD
Ca -0.55715 -0.49321 0.01622
N -1.63407 -5.08864 -0.33421
C -1.29044 -5.00939 0.99991
C -1.27223 -5.95929 2.01461
C -0.84462 -5.52536 3.25155
C -0.43529 -4.20087 3.46600
C -0.45267 -3.26303 2.45456
C -0.90607 -3.67824 1.20039
N -1.03921 -2.97354 0.00538
C -1.45913 -3.85223 -0.87244
C -1.73252 -3.56776 -2.27855
C -2.26540 -4.44347 -3.18417
S -2.41135 -3.69484 -4.71001
C -1.76013 -2.26867 -4.04440
N -1.44968 -2.32411 -2.78528
H -1.93010 -5.91409 -0.82509
H -1.56957 -6.98550 1.84871
H -0.80648 -6.22590 4.07470
H -0.07421 -3.91883 4.44564
H -0.06385 -2.26311 2.59897
H -2.57716 -5.46291 -3.03487
H -1.61691 -1.38680 -4.65243
N -2.44959 -0.50331 1.73667
C -3.66198 -1.24831 1.35854
C -4.45206 -0.56026 0.25574
C -3.84969 -0.60357 -1.14133
N -2.64929 0.24098 -1.28957
H -2.08190 -0.88170 2.60566
H -2.70710 0.45273 1.97600
H -4.32093 -1.38721 2.22161
H -3.36118 -2.24366 1.02525
H -4.67209 0.47672 0.53723
H -5.42391 -1.05601 0.19768
H -4.62364 -0.30211 -1.85602
H -3.56927 -1.62989 -1.38955
H -2.90817 1.21694 -1.16936
H -2.33234 0.17763 -2.25357
N 6.49436 -2.62366 2.70519
C 5.44454 -2.25106 2.42093
C 4.14075 -1.78702 2.06829
C 3.62824 -0.62422 2.64045
C 2.36580 -0.18159 2.27310
C 1.54140 -0.82708 1.34076
C 2.11245 -1.99615 0.80748
C 3.36676 -2.48313 1.14116
H 4.22258 -0.07514 3.35985
H 2.04178 0.74364 2.74204
H 1.56116 -2.58006 0.06887
H 3.75085 -3.38971 0.69083
C -2.24640 2.55455 4.94477
C -1.31299 1.58340 4.60573
C -0.73132 1.58674 3.34746
C -1.06636 2.56059 2.40711
C -2.00289 3.53271 2.76274
C -2.58999 3.53023 4.02106
Ge -0.21000 2.59190 0.64819
C -1.20718 3.66494 -0.63783
C -0.54307 4.43766 -1.59112
C -1.25095 5.17770 -2.52653
C -2.63785 5.15937 -2.52512
C -3.31545 4.40315 -1.57769
C -2.60305 3.66345 -0.64684
C 1.68448 2.96127 0.73171
C 2.49410 2.83100 -0.39289
C 3.86270 3.02482 -0.31227
C 4.44168 3.35690 0.90455
C 3.64598 3.49895 2.03212
C 2.27662 3.29794 1.94825
H -2.69888 2.55509 5.92752
H -1.03486 0.82383 5.32588
H -0.01684 0.81189 3.09229
H -2.27220 4.31257 2.05963
H -3.30666 4.29792 4.28193
H 0.54070 4.47947 -1.59452
H -0.71765 5.77893 -3.25134
H -3.18899 5.74185 -3.25113
H -4.39782 4.40070 -1.55768
H -3.14960 3.10350 0.10800
H 2.05518 2.56494 -1.34886
H 4.48028 2.91738 -1.19533
H 5.51115 3.50384 0.97396
H 4.09224 3.76238 2.98202
H 1.67053 3.40118 2.84161
C 2.22854 -1.06171 -4.31996
C 2.79928 -0.15094 -3.23419
C 2.82054 1.29804 -3.72496
C 4.21411 -0.59225 -2.86726
N 2.01150 -0.34774 -2.00983
N 0.64263 0.03436 -2.06000
H 2.88574 -1.07188 -5.18935
H 1.24966 -0.71640 -4.66359
H 2.13077 -2.08200 -3.94687
H 3.43484 1.38195 -4.62194
H 3.24839 1.96163 -2.97330
H 1.82517 1.66497 -3.99371
H 4.87268 -0.53578 -3.73318
H 4.20566 -1.61604 -2.49448
H 4.62727 0.04867 -2.08553
H 2.43464 0.09397 -1.20056
H 0.15664 -0.67983 -2.60151
H 0.49796 0.92431 -2.54628
```

- E: -142040.271 eV
- Net charge: +1
- 2S+1: 2

[2]
Formula: C42H48Cl5N4NdO3PS2
Source: the OMol25 dataset
Level of theory: wB97M-V/def2-TZVPD

The geometry in XYZ format:
```
106
C42H48Cl5N4NdO3PS2 | the OMol25 dataset | wB97M-V/def2-TZVPD
Nd -2.38460 -11.75067 -19.16638
O -5.98198 -10.66868 -21.47610
C -5.27526 -11.49049 -20.90858
O -4.21446 -11.13662 -20.24531
C -5.51666 -12.98713 -20.85041
P -3.88322 -13.82047 -21.12737
C -4.18938 -15.55356 -20.59133
C -5.25136 -15.93170 -19.77832
C -5.43355 -17.23867 -19.38640
C -4.55821 -18.22595 -19.82134
C -3.46783 -17.84857 -20.55815
C -3.27064 -16.52882 -20.94960
C -3.75130 -14.02192 -22.93818
C -4.44722 -14.93261 -23.72411
C -4.32820 -14.91036 -25.13107
C -3.63113 -13.89404 -25.77173
C -3.00041 -12.93957 -24.98813
C -3.05772 -13.01725 -23.61714
H -6.31682 -13.29553 -21.56936
H -5.84033 -13.17748 -19.82147
H -5.97418 -15.19646 -19.45465
H -6.29869 -17.49538 -18.78620
H -4.71933 -19.23359 -19.60068
H -2.69356 -18.55379 -20.83417
H -2.40371 -16.27374 -21.58476
H -5.09630 -15.69046 -23.26836
H -4.87588 -15.62965 -25.67812
H -3.64280 -13.87138 -26.85257
H -2.50763 -12.08570 -25.45040
H -2.54479 -12.21479 -23.06003
Cl -2.89458 -9.20673 -17.60067
C -3.67201 -10.33167 -16.47832
C -3.79018 -11.63635 -16.93074
C -4.52222 -12.47240 -16.10594
Cl -4.89983 -14.09811 -16.61001
C -5.08963 -12.06779 -14.88847
Cl -5.98784 -13.17447 -13.89656
C -4.84990 -10.78359 -14.44360
Cl -5.48979 -10.32908 -12.92866
C -4.16791 -9.85882 -15.28566
Cl -3.96026 -8.24942 -14.81223
C 3.60373 -9.70146 -14.81763
C 3.79474 -10.33794 -16.19479
C 4.54330 -9.36254 -17.12297
C 4.63816 -11.64200 -16.02256
C 2.45380 -10.72470 -16.85326
C 1.23684 -10.38276 -16.25388
C 0.04503 -10.74390 -16.84756
N -0.03201 -11.39044 -18.01932
C 1.10946 -11.71239 -18.62815
C 2.34623 -11.40419 -18.04683
C 1.03504 -12.42904 -19.92798
C 2.19028 -12.57693 -20.71593
C 2.11603 -13.20274 -21.97232
C 0.86061 -13.57670 -22.37296
C -0.22649 -13.43229 -21.55082
N -0.17950 -12.82872 -20.33853
C 3.40109 -13.36709 -22.84102
C 4.47929 -14.00393 -21.94750
C 3.82342 -11.96962 -23.33775
C 3.11629 -14.23763 -24.07704
H 4.57870 -9.43418 -14.42168
H 3.11993 -10.36974 -14.12533
H 3.02669 -8.78349 -14.90329
H 5.54943 -9.21781 -16.75607
H 4.04998 -8.38715 -17.17801
H 4.58198 -9.84383 -18.09405
H 5.48218 -11.44385 -15.36541
H 4.98941 -12.05007 -16.97473
H 4.01704 -12.39978 -15.45967
H 1.18702 -9.86812 -15.30849
H -0.91124 -10.49148 -16.35894
H 3.25608 -11.73681 -18.52959
H 3.13453 -12.14267 -20.43248
H 0.69602 -14.03530 -23.30678
H -1.21547 -13.80758 -21.82475
H 4.81292 -13.39677 -21.12118
H 5.40284 -14.25309 -22.51203
H 4.09242 -14.95473 -21.58221
H 4.02082 -11.29377 -22.50042
H 3.03068 -11.59045 -23.97207
H 4.75522 -12.04279 -23.89088
H 2.79704 -15.24029 -23.82043
H 4.06112 -14.37971 -24.59048
H 2.40074 -13.83831 -24.81490
C -1.65158 -16.24903 -17.07850
S -0.94903 -14.69659 -17.29342
C -1.02045 -14.03175 -15.63835
O -1.98732 -13.92521 -18.10564
H -2.65830 -16.15818 -16.66329
H -0.97271 -16.82907 -16.44937
H -1.62860 -16.66938 -18.08494
H -0.05531 -13.59978 -15.42622
H -1.29278 -14.79371 -14.91708
H -1.76915 -13.22782 -15.67057
C -2.70605 -6.64563 -23.05669
N -1.88817 -7.50291 -22.21427
C -2.39073 -8.54108 -21.54249
N -3.70147 -8.72479 -21.48255
S -1.27357 -9.64623 -20.89345
H -2.06742 -6.11404 -23.75939
H -3.24584 -5.90169 -22.48222
H -3.41875 -7.28106 -23.58609
H -0.91571 -7.42161 -22.20223
H -4.35279 -8.10080 -21.94264
H -4.14003 -9.48708 -20.97723
```

- E: -165284.401 eV
- Net charge: +1
- 2S+1: 4

[3]
Formula: C42H48MnN6O4Si2
Source: the OMol25 dataset
Level of theory: wB97M-V/def2-TZVPD

The geometry in XYZ format:
```
103
C42H48MnN6O4Si2 | the OMol25 dataset | wB97M-V/def2-TZVPD
Mn -1.07248 0.21768 0.58976
C 0.36639 -0.27205 2.00377
Si 2.06207 -0.96081 1.90313
C 3.11295 -0.05467 0.62178
N 2.39210 0.15611 -0.63477
C 2.63200 -0.87131 -1.63433
C 4.02896 -0.78489 -2.26167
C 4.24617 0.60923 -2.85176
C 3.96283 1.68594 -1.80397
C 2.56632 1.48142 -1.20804
C 2.22761 -2.83735 1.73096
C 3.16000 -3.44082 0.88737
C 3.31654 -4.82122 0.84422
C 2.54392 -5.63164 1.66163
C 1.61789 -5.05439 2.52065
C 1.46623 -3.67658 2.55071
C 2.95222 -0.58970 3.55225
C 3.58026 -1.55275 4.34393
C 4.20704 -1.21725 5.53910
C 4.22210 0.09964 5.97178
C 3.60570 1.07771 5.20197
C 2.98173 0.73166 4.01268
H 0.48353 0.76113 2.35936
H -0.22154 -0.77456 2.78013
H 4.09926 -0.52863 0.48560
H 3.33805 0.92067 1.06677
H 1.88268 -0.74193 -2.41939
H 2.45523 -1.85306 -1.18931
H 4.13311 -1.55301 -3.03424
H 4.79951 -0.98370 -1.50744
H 3.55189 0.74754 -3.68755
H 5.25848 0.70938 -3.25703
H 4.04206 2.68495 -2.24425
H 4.71373 1.62484 -1.00623
H 1.80172 1.59316 -1.98272
H 2.34162 2.22536 -0.44281
H 3.77714 -2.82538 0.24286
H 4.03744 -5.26293 0.16596
H 2.65575 -6.70893 1.62485
H 1.00077 -5.67868 3.15548
H 0.72637 -3.24530 3.21651
H 3.58495 -2.58785 4.02216
H 4.68162 -1.98909 6.13463
H 4.70449 0.36313 6.90595
H 3.60138 2.10905 5.53455
H 2.48651 1.50769 3.43802
O -0.17198 2.05980 0.27468
N -0.89749 2.89768 -0.33579
N -2.03059 2.43332 -0.69625
O -2.41017 1.20112 -0.44652
C -2.94717 3.27725 -1.38249
C -4.19940 2.75972 -1.67670
C -5.11162 3.55310 -2.35822
C -4.77868 4.84341 -2.74137
C -3.51950 5.34660 -2.43265
C -2.59737 4.57191 -1.75099
H -4.43159 1.75231 -1.36422
H -6.09044 3.15156 -2.58873
H -5.49401 5.45653 -3.27575
H -3.24957 6.35361 -2.72688
H -1.61621 4.94986 -1.50696
C -1.12894 -3.07819 0.61704
C -0.88155 -2.62219 -0.78262
C -0.80507 -3.55999 -1.79619
C -0.66389 -3.10212 -3.10625
C -0.55985 -1.76508 -3.35109
C -0.57367 -0.80652 -2.27929
N -0.77532 -1.29520 -0.99950
N -0.32450 0.47633 -2.45167
Si -0.24442 1.33275 -3.90296
C -1.92479 1.54686 -4.74194
C 0.88192 0.64782 -5.28124
C 0.47037 3.05127 -3.58598
H -0.81279 -4.11510 0.74158
H -2.19697 -2.99129 0.84520
H -0.59676 -2.45071 1.32566
H -0.88776 -4.61186 -1.56094
H -0.62569 -3.80825 -3.93121
H -0.42832 -1.40068 -4.35962
H -2.28422 0.58937 -5.12836
H -1.86770 2.25128 -5.57749
H -2.67037 1.91556 -4.03473
H 0.44812 -0.20583 -5.80553
H 1.85072 0.33377 -4.88555
H 1.06364 1.43376 -6.02204
H 0.20324 3.42421 -2.59859
H 0.10896 3.76262 -4.33466
H 1.56258 3.03051 -3.64761
O -1.87514 1.57489 2.49828
C -2.78232 0.69574 2.57885
N -2.70330 -0.43136 1.78720
C -3.85854 -1.19079 1.93506
O -4.13607 -2.23666 1.31274
C -4.67496 -0.52918 2.94326
C -5.91198 -0.85094 3.49829
C -6.46682 -0.01047 4.44483
C -5.78782 1.17616 4.84387
C -4.56629 1.50832 4.29913
C -3.99246 0.65667 3.34671
H -6.42564 -1.75262 3.18168
H -7.42951 -0.24819 4.88504
H -6.24198 1.82470 5.58612
H -4.05258 2.41508 4.60034
```

- E: -108541.219 eV
- Net charge: -2
- 2S+1: 6

[4]
Formula: C42H49BGeN9O6SiSr
Source: the OMol25 dataset
Level of theory: wB97M-V/def2-TZVPD

The geometry in XYZ format:
```
110
C42H49BGeN9O6SiSr | the OMol25 dataset | wB97M-V/def2-TZVPD
Sr -0.09254 2.82121 -0.23302
C 3.16380 0.48535 4.60934
N 2.88763 1.39165 3.50450
C 1.71775 1.80654 2.99782
N 1.90569 2.40701 1.83764
C 3.25187 2.30592 1.66763
N 3.88560 1.70740 2.64630
C 3.07713 -0.95178 4.14528
C 2.25074 -1.87482 4.76866
C 2.06980 -3.14217 4.22527
C 2.69350 -3.49072 3.03825
C 3.55652 -2.58200 2.43529
C 3.76626 -1.33282 3.00102
C 4.18889 -2.78944 1.12448
N 5.41902 -2.61134 0.80157
N 5.45803 -2.58620 -0.58933
C 4.24853 -2.74915 -0.98916
O 3.37935 -2.92355 0.04330
C 3.67844 -2.48959 -2.31767
C 2.85759 -3.38134 -2.99893
C 2.24758 -2.97304 -4.17233
C 2.40434 -1.67059 -4.63222
C 3.21547 -0.77545 -3.94985
C 3.31923 0.67211 -4.36793
N 3.15838 1.55437 -3.22075
C 2.26758 1.46374 -2.23221
N 2.43197 2.45595 -1.37571
C 3.47269 3.14457 -1.91827
N 3.94894 2.63251 -3.02774
C 3.87901 -1.20683 -2.80906
H 2.45459 0.68225 5.41327
H 4.16285 0.73798 4.96166
H 0.77185 1.67939 3.49960
H 3.76934 2.69920 0.81216
H 1.71354 -1.59095 5.66601
H 1.40607 -3.84511 4.71193
H 2.51385 -4.45460 2.58041
H 4.41638 -0.62778 2.49983
H 2.68108 -4.37236 -2.60164
H 1.59232 -3.64999 -4.70370
H 1.85131 -1.33992 -5.50299
H 2.55569 0.90532 -5.11098
H 4.29517 0.91176 -4.78835
H 1.52144 0.68874 -2.18883
H 3.88415 4.04190 -1.48640
H 4.50128 -0.52037 -2.24757
O -4.76970 5.04137 2.44969
C -3.66578 4.57224 2.42430
C -3.30170 3.10338 2.42103
O -4.08810 2.19310 2.65516
C -1.90814 3.01168 2.12695
C -1.31908 4.28776 1.91467
O -0.20647 4.57621 1.44889
C -2.34405 5.31031 2.35095
O -2.12469 6.44719 2.66875
O -1.20772 1.84470 2.02748
C -3.07614 -3.98945 -0.13775
C -2.70590 -3.03827 -1.26676
C -1.25525 -2.57875 -1.18432
C -0.81599 -1.66741 -2.32785
Ge -1.11788 0.32806 -2.16134
C -3.03661 0.55263 -2.76512
C -3.56203 -0.41020 -3.82656
C -2.87279 -0.26411 -5.17697
C -3.36456 -1.28471 -6.19416
H -4.10596 -4.34213 -0.21939
H -2.97192 -3.50385 0.83622
H -2.42278 -4.86609 -0.13250
H -3.36507 -2.16453 -1.24709
H -2.88091 -3.52123 -2.23420
H -0.61301 -3.46996 -1.13187
H -1.12107 -2.07615 -0.22415
H -1.25608 -2.01728 -3.27016
H 0.26498 -1.77439 -2.46604
H -0.35423 0.75036 -3.49149
H -3.11723 1.57527 -3.15181
H -3.68108 0.52220 -1.88088
H -4.64107 -0.26431 -3.97461
H -3.45349 -1.44813 -3.49307
H -1.79061 -0.35619 -5.04641
H -3.03457 0.75035 -5.55589
H -3.17408 -2.30420 -5.84726
H -2.87402 -1.16726 -7.16264
H -4.44165 -1.19560 -6.35722
C -3.09823 -0.35664 1.21652
Si -1.71770 0.21460 2.32154
C -0.15578 -0.68104 1.81538
C -1.94973 -0.02360 4.17848
C -2.96795 0.51061 4.97329
C -3.04885 0.22310 6.32804
C -2.12257 -0.61755 6.92989
C -1.11231 -1.17327 6.16022
C -1.03433 -0.87579 4.80604
H -3.28625 -1.40991 1.45251
H -2.77817 -0.30005 0.17298
H -4.01895 0.19904 1.34902
H -0.30653 -1.76291 1.83820
H 0.72328 -0.45874 2.42280
H 0.06502 -0.40831 0.77883
H -3.71043 1.15616 4.52593
H -3.84776 0.65784 6.91556
H -2.19534 -0.84192 7.98679
H -0.39000 -1.84456 6.61128
H -0.24222 -1.33345 4.22834
B -1.00196 6.16674 -3.99035
C -0.44740 5.05644 -3.00405
N -0.01090 4.24739 -2.29821
H -2.13746 6.42148 -3.65739
H -0.95707 5.68056 -5.10110
H -0.27371 7.12810 -3.88369
```

- E: -135955.589 eV
- Net charge: -1

Which value of E does entry 4 give? -135955.589 eV